Record 1
# C47H105BN7O20

8 unconnected molecules or ions with the total composition C47H105BN7O20 (ωB97M-V/def2-TZVPD, the Open Molecules 2025 dataset).

* spin multiplicity: 2
* E_tot: -3766.40709 Ha
* F_max: 0.13266 Eh/bohr
* HOMO energy (alpha / beta): 1.53 / -2.42 eV
* charge: -2
* orbital gap (alpha / beta): 1.81 / 5.76 eV
* expectation value of S²: 0.75

Last column: Mulliken spin population.
Atoms and positions in Å:
O -2.2246 1.0480 0.8311  0.14
C -1.0970 0.5856 0.6997  0.22
O -0.2182 0.3338 1.6163  0.04
B 1.0020 -0.3357 1.1289  -0.07
O 0.7160 -0.4000 -0.3880  0.09
C -0.5216 0.0155 -0.6825  0.37
O -1.0424 0.1819 -1.8127  0.16
O 1.2252 -1.6921 1.7242  -0.01
C 2.4450 -1.6995 2.2026  0.00
O 3.0598 -2.5704 2.6541  0.00
C 3.0873 -0.2745 1.8520  -0.02
O 2.1660 0.5235 1.4085  0.02
O 4.2822 -0.0637 1.9355  0.00
C 2.8757 -4.6901 -0.1417  0.00
C 2.7187 -4.9307 -1.6202  0.00
C 1.7195 -6.1193 -1.8049  0.00
C 1.3881 -6.2893 -3.2832  0.00
C 0.7715 -4.9775 -3.7490  0.00
C 1.5567 -3.6651 -3.6252  0.00
N 2.2882 -3.7100 -2.3478  0.00
O 3.0750 -2.6336 -2.1324  0.00
C 2.5541 -3.5822 -4.8603  0.00
C 0.6113 -2.4363 -3.6011  0.01
C 4.0866 -5.3505 -2.1421  0.00
H 2.0439 -4.1323 0.2887  0.00
H 3.6916 -3.9784 -0.0155  0.00
H 2.9518 -5.6049 0.4461  0.00
H 2.1851 -6.9892 -1.3416  0.00
H 0.8692 -5.9545 -1.1431  0.00
H 0.6797 -7.1142 -3.3595  0.00
H 2.2846 -6.6088 -3.8145  0.00
H -0.2523 -4.8736 -3.3897  0.00
H 0.5920 -5.2893 -4.7780  0.00
H 3.3963 -4.2588 -4.7155  0.00
H 2.0057 -3.6683 -5.7984  0.00
H 2.9648 -2.5735 -4.9044  0.00
H -0.0848 -2.4862 -2.7638  -0.01
H 1.1171 -1.4771 -3.7114  0.00
H -0.2474 -2.4851 -4.2707  0.00
H 3.9580 -5.5986 -3.1957  0.00
H 4.5327 -6.2056 -1.6341  0.00
H 4.7648 -4.4973 -2.1521  0.00
H 2.4420 -2.1339 -1.6116  0.00
C 2.1251 3.4734 0.8170  0.01
O 2.4246 4.8869 0.8023  0.00
C 1.2161 5.6642 0.9544  0.00
C 1.4741 7.1772 0.6761  0.00
N 1.6828 7.5264 -0.7717  0.00
C 2.6300 6.6815 -1.4104  0.00
C 3.0930 7.2544 -2.8471  0.00
O 2.1127 7.1884 -3.9330  0.00
C 1.0097 8.0500 -3.9028  0.00
H 3.0915 2.9691 0.8185  0.00
H 1.7543 3.0447 -0.1140  0.00
H 1.5101 3.3175 1.7033  0.00
H 0.6982 5.4845 1.8965  0.00
H 0.4563 5.4210 0.2116  0.00
H 2.2034 7.5589 1.3906  0.00
H 0.5792 7.6623 1.0658  0.00
H 0.8676 7.2929 -1.3204  0.00
H 2.4308 5.6174 -1.5372  0.00
H 3.5431 6.6853 -0.8151  0.00
H 3.9562 6.7076 -3.2265  0.00
H 3.6057 8.2064 -2.7095  0.00
H 0.3588 7.9300 -3.0367  0.00
H 0.3696 7.7911 -4.7462  0.00
H 1.2035 9.1195 -3.9848  0.00
C 7.5299 -0.1552 2.6658  0.00
O 7.9834 0.7921 3.5585  0.00
C 7.0671 1.9087 3.8760  0.00
C 7.6117 2.9068 4.8316  0.00
N 9.1177 2.9847 4.6831  0.00
C 9.7232 4.1568 5.3690  0.00
C 9.4632 4.2627 6.8786  0.00
O 9.9384 3.0700 7.5755  0.00
C 9.7483 3.1406 9.0001  0.00
H 6.8049 -0.8124 3.1461  0.00
H 8.1904 -0.8531 2.1512  0.00
H 7.0451 0.3865 1.8536  0.00
H 6.1658 1.6306 4.4222  0.00
H 6.6902 2.3660 2.9611  0.00
H 7.2884 2.5997 5.8262  0.00
H 7.0778 3.7996 4.5062  0.00
H 8.9979 3.3747 3.7592  0.00
H 9.4934 5.0369 4.7685  0.00
H 10.7954 4.0697 5.1932  0.00
H 8.3981 4.4397 7.0281  0.00
H 9.9709 5.1182 7.3242  0.00
H 10.4972 3.7582 9.4961  0.00
H 9.7096 2.1827 9.5188  0.00
H 8.8014 3.5680 9.3299  0.00
C -5.0825 -3.1201 3.4749  0.00
O -4.0719 -2.8925 4.4744  0.00
C -2.9680 -2.0312 4.0271  0.01
C -1.9832 -1.8437 5.2545  0.00
N -0.7111 -1.2755 4.8383  0.00
C 0.4432 -1.6924 5.6452  0.00
C 0.8495 -3.1327 5.3843  0.00
O 0.2492 -4.0799 6.1771  0.00
C -0.2284 -5.3347 5.5631  0.00
H -6.0161 -3.4061 3.9594  0.00
H -4.7572 -3.8778 2.7620  0.00
H -5.3926 -2.2944 2.8344  0.00
H -3.2277 -1.0243 3.7003  0.00
H -2.4428 -2.4773 3.1826  -0.01
H -1.7585 -2.8880 5.4712  0.00
H -2.3940 -1.2661 6.0826  0.00
H -0.5471 -1.3511 3.8446  -0.01
H 0.2245 -1.4992 6.6954  0.00
H 1.2554 -1.0482 5.3083  0.00
H 1.9060 -3.3881 5.4659  0.00
H 0.6024 -3.2045 4.3251  0.00
H -0.9412 -5.1064 4.7706  0.00
H -0.7002 -5.8765 6.3828  0.00
H 0.5932 -5.9820 5.2566  0.00
C -9.9399 -0.4793 -2.7265  0.00
O -8.9647 0.1622 -1.9068  0.00
C -8.1279 1.1686 -2.6182  0.00
C -6.9812 0.4443 -3.4345  0.00
N -5.5521 0.6868 -3.0266  0.00
C -5.1944 0.3376 -1.6517  -0.01
C -5.4132 -1.1725 -1.3013  -0.01
O -4.8794 -2.0403 -2.2678  0.00
C -3.5794 -2.2890 -2.0034  0.01
H -10.7645 0.1938 -2.9613  0.00
H -10.4106 -1.4107 -2.4121  0.00
H -9.5708 -0.8656 -3.6766  0.00
H -7.6595 1.7914 -1.8561  0.00
H -8.7569 1.7347 -3.3051  0.00
H -7.1578 0.7678 -4.4603  0.00
H -7.1818 -0.6268 -3.4137  0.00
H -5.1171 -0.0536 -3.5583  0.00
H -5.7656 0.8831 -0.9006  0.00
H -4.1538 0.5721 -1.4276  0.00
H -6.4867 -1.3471 -1.2296  0.00
H -4.8881 -1.4068 -0.3753  0.01
H -3.1834 -2.8708 -2.8357  0.00
H -3.4941 -2.9517 -1.1422  0.00
H -3.0452 -1.3532 -1.8386  -0.01
C -0.6085 4.7925 -3.1954  0.00
O -1.9671 4.4812 -3.5814  0.00
C -2.0708 3.0438 -3.8861  0.02
C -3.2987 2.9161 -4.8700  0.00
N -4.3994 3.4788 -4.0377  0.00
C -5.5492 3.8386 -4.7587  0.00
C -6.5778 4.6664 -3.8829  0.00
O -5.8125 5.5008 -3.0032  0.00
C -6.7100 6.3773 -2.2625  0.00
H -0.2751 4.4046 -2.2329  0.00
H -0.5854 5.8467 -2.9192  0.00
H 0.1463 4.6317 -3.9652  0.00
H -2.1351 2.4581 -2.9691  -0.02
H -1.1736 2.7222 -4.4150  0.00
H -3.3572 1.8836 -5.2145  0.00
H -3.0507 3.3998 -5.8148  0.00
H -4.7857 2.6138 -3.6873  0.00
H -6.1356 3.0744 -5.2689  0.00
H -5.2643 4.4456 -5.6181  0.00
H -7.2537 3.9528 -3.4117  0.00
H -7.3331 5.2089 -4.4516  0.00
H -7.6510 5.9550 -1.9096  0.00
H -6.8949 7.2180 -2.9311  0.00
H -6.0644 6.7683 -1.4762  0.00
C -1.9621 -8.1347 -1.1785  0.00
C -2.5587 -6.8576 -0.5696  0.00
C -1.7494 -5.9543 0.4444  0.00
O -2.2289 -4.6066 0.2064  0.01
C -1.2534 -3.5687 0.4890  0.03
N -2.8782 -6.1160 -1.7534  0.00
H -1.9370 -8.9790 -0.4896  0.00
H -0.9204 -7.8640 -1.3511  0.00
H -2.4987 -8.5724 -2.0202  0.00
H -3.5300 -7.1150 -0.1472  0.00
H -0.6786 -6.0920 0.2944  0.00
H -2.0234 -6.4318 1.3852  0.00
H -1.0695 -3.4634 1.5582  -0.01
H -1.5669 -2.5733 0.1746  0.00
H -0.3509 -3.9019 -0.0234  -0.01
H -2.0149 -5.6374 -1.9672  0.00
H -3.5296 -5.3741 -1.5404  0.00

=====

Record 2
# C47H108F12N9O12S4

A molecular structure, C47H108F12N9O12S4 (ωB97M-V/def2-TZVPD, the Open Molecules 2025 dataset).

* E_tot: -6040.50507 Ha
* F_max: 0.10973 Eh/bohr
* HOMO energy: -11.33 eV
* charge: +5
* relative energy (zero: lowest compared OMol25 entry of this formula, charge and spin): 0.0 kJ/mol
* orbital gap: 4.21 eV

Last column: Löwdin charge in e.
Atoms and positions in Å:
C -19.9753 -20.7343 14.5910  -0.02
C -19.7304 -19.4197 15.3533  -0.27
C -18.5141 -18.5485 15.0545  -0.18
O -18.5036 -18.1850 13.6766  -0.19
C -17.4961 -17.2906 13.3061  -0.10
N -20.9165 -18.4706 15.1840  0.24
H -20.7910 -17.7623 14.4750  0.16
H -21.7535 -19.0263 15.0805  0.17
H -20.9064 -17.9926 16.0736  0.17
H -20.0701 -20.7012 13.5056  0.09
H -20.9176 -21.1757 14.9155  0.09
H -19.1185 -21.4011 14.6878  0.10
H -19.6806 -19.5941 16.4281  0.16
H -17.5788 -19.0820 15.2237  0.14
H -18.4453 -17.6986 15.7335  0.14
H -17.6172 -17.1700 12.2296  0.09
H -16.4716 -17.6232 13.4730  0.10
H -17.7071 -16.2661 13.6130  0.10
C -2.9443 -13.9217 -3.0716  -0.02
C -3.5695 -13.7389 -1.6802  -0.28
C -5.0493 -13.9029 -1.6118  -0.20
O -5.6116 -14.0749 -0.3007  -0.19
C -7.0650 -14.0067 -0.3003  -0.06
N -2.8436 -14.6682 -0.6751  0.26
H -2.2315 -14.1007 -0.1064  0.17
H -3.5949 -14.9963 -0.0852  0.14
H -2.3284 -15.4612 -1.0298  0.17
H -1.9612 -13.4528 -3.0305  0.10
H -3.5707 -13.3812 -3.7812  0.10
H -2.9002 -14.9407 -3.4561  0.10
H -3.3538 -12.7236 -1.3476  0.16
H -5.3696 -14.7424 -2.2288  0.14
H -5.5623 -13.0616 -2.0777  0.15
H -7.5598 -14.2388 0.6428  0.09
H -7.3938 -14.8115 -0.9578  0.09
H -7.5484 -13.1008 -0.6660  0.10
C -19.5921 -4.1931 6.1134  -0.04
C -20.9714 -3.6420 5.8473  -0.27
C -22.1228 -4.6987 5.8940  -0.23
O -23.2260 -4.0749 5.4310  -0.17
C -24.4838 -4.6873 5.7953  -0.05
N -21.2568 -2.5347 6.8705  0.24
H -22.2331 -2.3110 7.0002  0.16
H -20.9395 -2.6932 7.8162  0.17
H -20.8359 -1.6865 6.5190  0.17
H -18.7937 -3.4856 6.3375  0.10
H -19.2626 -4.6696 5.1901  0.10
H -19.6618 -5.0023 6.8404  0.09
H -20.9107 -3.1376 4.8829  0.16
H -22.2070 -4.9788 6.9440  0.14
H -21.8678 -5.5759 5.2994  0.15
H -24.7296 -4.4896 6.8387  0.09
H -24.4472 -5.7763 5.7667  0.09
H -25.2785 -4.4549 5.0864  0.10
C -17.2222 -20.8526 3.8462  -0.05
C -17.3857 -19.6714 4.7209  -0.29
C -17.5652 -20.1017 6.1590  -0.16
O -16.4706 -20.9638 6.5548  -0.21
C -16.1842 -20.9578 7.9299  -0.09
N -16.0787 -18.8583 4.5934  0.25
H -15.6262 -18.8073 3.6919  0.17
H -16.1058 -17.8966 4.9007  0.17
H -15.4728 -19.3829 5.2080  0.15
H -16.9968 -20.5407 2.8264  0.09
H -18.0813 -21.5081 3.7030  0.11
H -16.4363 -21.5408 4.1574  0.10
H -18.1721 -19.0172 4.3445  0.16
H -18.4830 -20.6600 6.3438  0.15
H -17.6196 -19.2148 6.7903  0.13
H -15.7172 -20.0263 8.2495  0.09
H -15.4246 -21.7265 8.0723  0.10
H -17.1141 -21.1413 8.4681  0.10
C -12.3992 -10.7152 15.7926  -0.09
C -11.7121 -9.4952 15.1648  -0.23
C -12.5447 -8.8683 14.0639  -0.13
N -12.0884 -7.4764 13.5221  -0.23
C -13.2760 -6.9337 12.6892  -0.10
C -12.9200 -5.6895 11.8992  -0.20
C -11.7820 -5.8226 10.9309  -0.17
C -10.5797 -6.3315 11.7661  -0.14
C -10.8715 -7.6244 12.6281  -0.08
C -11.8034 -6.5594 14.7601  0.06
H -11.7594 -11.1412 16.5654  0.09
H -12.6348 -11.4932 15.0665  0.08
H -13.3733 -10.5392 16.2488  0.08
H -10.6902 -9.7413 14.8762  0.13
H -11.6182 -8.8081 16.0057  0.10
H -13.5820 -8.8092 14.3932  0.13
H -12.6657 -9.4901 13.1769  0.13
H -13.5837 -7.7594 12.0475  0.13
H -14.1327 -6.7672 13.3422  0.13
H -13.8028 -5.3539 11.3549  0.12
H -12.6906 -4.9046 12.6198  0.11
H -12.1016 -6.5407 10.1758  0.12
H -11.4620 -4.8598 10.5326  0.12
H -9.7422 -6.5223 11.0951  0.12
H -10.1624 -5.6074 12.4658  0.11
H -11.0356 -8.4270 11.9091  0.14
H -10.0588 -7.9344 13.2850  0.14
H -11.7579 -5.5109 14.4656  0.10
H -10.8752 -6.8785 15.2343  0.11
H -12.7476 -6.6892 15.2890  0.11
C -24.5829 -12.9453 3.2882  -0.11
C -24.4732 -12.7426 1.7900  -0.24
C -24.5196 -14.0856 1.0188  -0.05
N -24.6491 -13.8891 -0.5638  -0.24
C -23.5011 -12.9994 -1.0674  -0.11
C -23.3795 -13.0247 -2.5124  -0.18
C -23.4332 -14.4186 -3.1277  -0.17
C -24.6484 -15.2334 -2.6565  -0.17
C -24.6558 -15.2708 -1.1663  -0.15
C -25.9651 -13.2692 -0.9066  0.01
H -25.5056 -13.4460 3.5814  0.08
H -24.4096 -12.1010 3.9554  0.08
H -23.7385 -13.5638 3.5922  0.08
H -23.6010 -12.0973 1.6850  0.11
H -25.2411 -12.0134 1.5317  0.10
H -25.3451 -14.7437 1.2902  0.14
H -23.5959 -14.6541 1.1264  0.13
H -22.6403 -13.5750 -0.7272  0.15
H -23.6555 -12.0251 -0.6036  0.14
H -22.4610 -12.5523 -2.8607  0.14
H -24.2421 -12.5107 -2.9364  0.12
H -22.5898 -15.0754 -2.9145  0.12
H -23.4013 -14.3659 -4.2160  0.13
H -24.3385 -16.2415 -2.9320  0.13
H -25.6068 -14.8847 -3.0411  0.13
H -23.7375 -15.7866 -0.8856  0.14
H -25.6005 -15.7453 -0.9008  0.14
H -26.7979 -13.9298 -0.6654  0.12
H -26.0904 -12.9300 -1.9349  0.11
H -26.1162 -12.4218 -0.2378  0.10
C -5.1477 -21.3874 7.5916  -0.11
C -5.4971 -22.7217 7.0256  -0.23
C -4.2482 -23.2071 6.1969  -0.07
N -4.4795 -24.6727 5.7062  -0.24
C -5.5732 -24.7799 4.5734  -0.05
C -5.6255 -26.2334 3.9002  -0.16
C -4.2502 -26.7214 3.4632  -0.20
C -3.2410 -26.6824 4.5738  -0.17
C -3.1438 -25.2708 5.1760  -0.08
C -4.9858 -25.6102 6.7777  0.00
H -5.1925 -20.6061 6.8329  0.09
H -4.1707 -21.3300 8.0715  0.09
H -5.7460 -21.0807 8.4496  0.09
H -6.4372 -22.7436 6.4746  0.11
H -5.6420 -23.4162 7.8532  0.10
H -3.3652 -23.2253 6.8357  0.13
H -3.9831 -22.6356 5.3074  0.13
H -5.1800 -24.0325 3.8842  0.12
H -6.5665 -24.4703 4.8982  0.12
H -6.3332 -26.3247 3.0763  0.12
H -6.1773 -26.9881 4.4606  0.11
H -3.9939 -26.1328 2.5824  0.12
H -4.4111 -27.7462 3.1284  0.13
H -2.2921 -26.9420 4.1045  0.13
H -3.4358 -27.4739 5.2975  0.12
H -2.8043 -24.5531 4.4292  0.14
H -2.4135 -25.2999 5.9847  0.14
H -4.9636 -26.6296 6.3925  0.09
H -6.0508 -25.4101 6.8962  0.11
H -4.4050 -25.5572 7.6986  0.12
C -17.0440 -12.4198 7.7114  -0.63
F -17.8082 -11.2864 7.8393  0.09
F -16.3107 -12.5148 8.7816  0.15
F -17.8856 -13.4747 7.6132  0.10
S -15.8510 -12.2241 6.1776  0.67
O -16.7854 -12.4586 5.0673  -0.35
O -15.2893 -10.8758 6.2555  -0.32
N -14.7172 -13.4944 6.3713  -0.33
S -13.3499 -12.8481 6.8559  0.58
O -12.6643 -12.1176 5.7728  -0.33
O -13.4362 -12.1935 8.1407  -0.33
C -12.3203 -14.4882 7.2034  -0.67
F -11.1726 -14.2572 7.7720  0.16
F -13.0483 -15.2657 8.0526  0.09
F -11.9984 -15.1032 6.0877  0.13
C -3.6613 -13.7146 14.3718  -0.71
F -2.7939 -13.7047 15.3679  0.15
F -2.9962 -13.5225 13.2710  0.16
F -4.4189 -14.8136 14.2944  0.13
S -4.8702 -12.3021 14.7683  0.70
O -5.7978 -12.3304 13.6172  -0.35
O -5.4040 -12.7433 16.0580  -0.33
N -3.8340 -10.9140 14.8327  -0.30
S -3.9598 -10.3684 16.2499  0.53
O -5.2297 -9.7670 16.5783  -0.33
O -3.2665 -11.1772 17.2664  -0.33
C -2.9004 -8.7458 16.2098  -0.62
F -1.5857 -8.9018 16.3366  0.13
F -3.1906 -8.0888 15.0650  0.09
F -3.3001 -7.9719 17.2513  0.10